Version P
{"formula": "C3H3NO", "method": "ωB97M-V with the def2-TZVPD basis set", "homo_lumo_gap_ev": 10.96, "lumo_ev": 0.32, "elements": ["O", "C", "C", "C", "N", "H", "H", "H"], "xyz": [[-0.9685, -1.2668, -1.0808], [-0.0270, -0.8756, -0.4384], [0.3969, 0.5610, -0.3568], [-0.5079, 0.5761, 0.9466], [-1.0846, 0.5785, 1.9606], [0.5265, -1.4447, 0.3140], [0.2374, 1.1094, -1.3247], [1.4271, 0.7621, -0.0205]], "nbo_charge": [-0.49, 0.40, -0.54, 0.25, -0.28, 0.13, 0.28, 0.26]}

=====

Version Q
{"formula": "C3H3NO", "method": "ωB97M-V with the def2-TZVPD basis set", "homo_lumo_gap_ev": 11.26, "lumo_ev": 0.43, "elements": ["O", "C", "C", "C", "N", "H", "H", "H"], "xyz": [[-2.1433, 0.4160, -0.0138], [-0.9527, 0.5479, 0.0548], [0.0472, -0.6160, 0.0218], [1.3788, -0.0219, -0.0612], [2.3535, 0.5876, -0.1856], [-0.4548, 1.5332, 0.1570], [-0.1215, -1.2594, -0.8479], [-0.0743, -1.2394, 0.9164]], "nbo_charge": [-0.48, 0.45, -0.63, 0.27, -0.30, 0.13, 0.28, 0.28]}

=====

Version R
{"formula": "C3H3NO", "method": "ωB97M-V with the def2-TZVPD basis set", "homo_lumo_gap_ev": 8.69, "lumo_ev": -1.40, "elements": ["O", "C", "C", "C", "N", "H", "H", "H"], "xyz": [[-0.3593, -1.7822, -0.1759], [0.2983, -0.7866, 0.1022], [0.2307, 0.3810, -0.7624], [-0.5805, 0.5192, 0.9203], [-1.2848, 1.0850, 1.6556], [1.1565, -0.7656, 0.8020], [-0.5875, 0.3862, -1.4888], [1.1266, 0.9631, -1.0532]], "nbo_charge": [-0.58, 0.21, -0.23, 0.18, -0.24, 0.17, 0.24, 0.25]}

=====

Version S
{"formula": "C3H3NO", "method": "ωB97M-V with the def2-TZVPD basis set", "homo_lumo_gap_ev": 10.05, "lumo_ev": 0.16, "elements": ["C", "C", "C", "N", "O", "H", "H", "H"], "xyz": [[0.8180, 0.1906, -0.1074], [1.9425, -0.6533, 0.0378], [-0.6861, 0.3551, 0.1416], [1.9636, 0.5751, -0.7064], [-1.3704, -0.7387, -0.3735], [-1.0203, 1.2504, -0.3241], [-0.7100, 0.5027, 1.2130], [-0.9374, -1.4819, 0.1190]], "nbo_charge": [0.13, 0.04, -0.11, -0.27, -0.66, 0.20, 0.19, 0.48]}

=====

Energy ordering: version Q at the bottom, the next structure 0.0393 hartree above.

=====

Version P
{"formula": "C3H3NO", "method": "ωB97M-V with the def2-TZVPD basis set", "homo_lumo_gap_ev": [10.66, 5.33], "lumo_ev": [0.00, -3.71], "elements": ["C", "C", "C", "N", "O", "H", "H", "H"], "xyz": [[-1.7041, 0.7640, -1.9031], [-1.0455, 0.4845, -0.9432], [-0.3668, 0.0419, 0.3415], [0.9870, -0.3628, 0.2465], [1.7422, -0.7409, 1.1917], [-0.3520, 0.8239, 1.1650], [-0.8467, -0.8847, 0.4920], [1.5858, -0.1260, -0.5904]], "nbo_charge": [0.06, -0.11, -0.36, -0.13, -0.36, 0.27, 0.27, 0.36]}

=====

Version Q
{"formula": "C3H3NO", "method": "ωB97M-V with the def2-TZVPD basis set", "homo_lumo_gap_ev": 11.31, "lumo_ev": 0.49, "elements": ["O", "C", "C", "C", "N", "H", "H", "H"], "xyz": [[0.0146, -0.6719, -2.0620], [0.1011, -0.7430, -0.8657], [0.1949, 0.5042, 0.0097], [-0.4854, 0.3535, 1.2960], [-1.0220, 0.2160, 2.3107], [0.1486, -1.7138, -0.3363], [-0.2089, 1.3501, -0.5520], [1.2571, 0.7049, 0.1996]], "nbo_charge": [-0.48, 0.45, -0.62, 0.27, -0.30, 0.13, 0.28, 0.28]}

=====

Energy ordering: version Q at the bottom, the next structure 0.2804 hartree above.

=====

Version P
{"formula": "C5H12N", "method": "ωB97M-V with the def2-TZVPD basis set", "multiplicity": 2, "homo_lumo_gap_ev": [10.46, 5.22], "total_charge": 2, "lumo_ev": [-9.54, -14.26], "s_squared": 0.7710, "elements": ["C", "C", "C", "C", "C", "N", "H", "H", "H", "H", "H", "H", "H", "H", "H", "H", "H", "H"], "xyz": [[-0.5699, -2.6473, 0.0402], [-1.2950, -1.3247, -0.3057], [-0.8913, -0.1541, 0.6664], [0.2984, 0.6041, 0.1148], [0.4483, 1.9954, 0.1425], [1.7820, 2.3622, -0.3966], [0.5321, -2.4433, 0.2004], [-0.5662, -3.3555, -0.7370], [-0.9282, -2.8820, 1.0161], [-2.3612, -1.3284, -0.3926], [-0.9933, -0.9973, -1.3352], [-0.6205, -0.5323, 1.6141], [-1.8360, 0.5104, 0.7126], [1.0571, -0.1605, -0.0682], [-0.2155, 2.8221, 0.4174], [1.6171, 2.7143, -1.3023], [2.4037, 1.5892, -0.5103], [2.1382, 3.2279, 0.1233]], "lowdin_spin": [0.07, 0.14, 0.08, 0.13, 0.40, 0.05, 0.03, 0.01, 0.01, 0.04, 0.00, 0.01, 0.00, 0.00, 0.01, 0.01, 0.00, 0.00]}

=====

Version Q
{"formula": "C5H12N", "method": "ωB97M-V with the def2-TZVPD basis set", "multiplicity": 2, "homo_lumo_gap_ev": [11.31, 6.40], "total_charge": 2, "lumo_ev": [-8.99, -13.89], "s_squared": 0.7654, "elements": ["C", "C", "C", "C", "C", "N", "H", "H", "H", "H", "H", "H", "H", "H", "H", "H", "H", "H"], "xyz": [[-1.2379, 1.8062, 0.0072], [0.2191, 1.5898, 0.0504], [0.5854, 0.1706, -0.7807], [0.2252, -1.0809, -0.1661], [-0.4719, -2.0721, -0.7829], [0.8425, -1.3628, 1.1690], [-1.3642, 2.6909, 0.6601], [-1.6620, 2.0351, -0.9679], [-1.9458, 1.1581, 0.5211], [0.8080, 2.2964, -0.5063], [0.6204, 1.5862, 1.0641], [1.6831, 0.2437, -0.8915], [0.1440, 0.2645, -1.7559], [-0.5737, -3.0543, -0.3474], [-0.9207, -1.9173, -1.7509], [0.6404, -2.3288, 1.4665], [1.8654, -1.3131, 1.1084], [0.5426, -0.7120, 1.9028]], "lowdin_spin": [0.10, 0.17, 0.18, 0.12, 0.29, 0.01, 0.05, 0.00, 0.01, 0.01, 0.00, 0.04, 0.00, 0.01, 0.01, 0.00, 0.00, 0.00]}

=====

Energy ordering: version Q at the bottom, the next structure 0.0380 hartree above.

=====

Version P
{"formula": "C6H17N3", "method": "ωB97M-V with the def2-TZVPD basis set", "homo_lumo_gap_ev": 8.43, "lumo_ev": 0.95, "elements": ["C", "C", "C", "C", "N", "H", "H", "H", "H", "H", "H", "H", "H", "H", "H", "H", "C", "N", "N", "C", "H", "H", "H", "H", "H", "H"], "xyz": [[1.1361, -1.1157, 0.7117], [1.1430, 0.0398, -1.5097], [1.5182, 1.3612, 0.5260], [1.8624, -2.3647, 0.2318], [1.4936, 0.0777, -0.1145], [1.4073, -0.9134, 1.7499], [0.0496, -1.2904, 0.6618], [1.5612, -0.8478, -1.9791], [0.0548, -0.0302, -1.6400], [1.5083, 0.9307, -2.0204], [0.5224, 1.6601, 0.8851], [1.8667, 2.1367, -0.1562], [2.1667, 1.3169, 1.4010], [1.5092, -2.6776, -0.7480], [1.6814, -3.1790, 0.9311], [2.9316, -2.1782, 0.1619], [-2.0617, 0.6756, 0.0873], [-2.1916, 0.8027, -1.3079], [-2.1815, 1.9123, 0.7368], [-2.3106, -0.4774, 0.7431], [-1.6826, 2.6553, 0.2671], [-2.7467, 1.5943, -1.6029], [-2.4932, -0.0487, -1.7596], [-1.9570, 1.8623, 1.7195], [-2.3818, -0.4970, 1.8153], [-2.4060, -1.4056, 0.2090]], "nbo_charge": [-0.22, -0.41, -0.39, -0.61, -0.47, 0.19, 0.19, 0.19, 0.18, 0.20, 0.15, 0.19, 0.19, 0.20, 0.21, 0.21, 0.35, -0.84, -0.82, -0.60, 0.37, 0.38, 0.38, 0.38, 0.20, 0.20]}

=====

Version Q
{"formula": "C6H17N3", "method": "ωB97M-V with the def2-TZVPD basis set", "homo_lumo_gap_ev": 8.05, "lumo_ev": 0.94, "elements": ["C", "C", "C", "H", "H", "H", "H", "H", "H", "H", "H", "C", "C", "C", "N", "N", "N", "H", "H", "H", "H", "H", "H", "H", "H", "H"], "xyz": [[-1.4532, 0.7548, -1.1897], [-1.9360, -0.4466, -1.9938], [-1.9342, 0.7676, 0.2221], [-1.6853, 1.6876, -1.7057], [-0.3141, 0.6420, -1.1160], [-3.0189, -0.4189, -2.1200], [-1.6772, -1.3709, -1.4778], [-1.4734, -0.4700, -2.9796], [-2.9288, 0.3523, 0.3673], [-1.8959, 1.7559, 0.6769], [-1.0350, 0.1935, 0.8173], [1.1842, 0.8007, 2.1059], [1.2998, -0.2293, -0.1941], [0.7834, -0.2456, 1.0908], [1.4177, -1.4289, -0.9195], [2.0526, 0.8283, -0.7547], [0.4086, -1.5356, 1.6142], [1.3555, -1.2697, -1.9165], [0.7349, -2.1060, -0.6025], [2.1943, 1.6199, -0.1421], [2.9376, 0.5096, -1.1300], [-0.0412, -1.4405, 2.5161], [1.2014, -2.1622, 1.7186], [2.1818, 0.6210, 2.5203], [1.1759, 1.7975, 1.6661], [0.4654, 0.7939, 2.9264]], "nbo_charge": [-0.41, -0.60, -0.63, 0.19, 0.21, 0.20, 0.20, 0.20, 0.20, 0.20, 0.23, -0.63, 0.33, -0.03, -0.83, -0.84, -0.85, 0.37, 0.40, 0.38, 0.38, 0.37, 0.36, 0.21, 0.20, 0.21]}

=====

Version R
{"formula": "C6H17N3", "method": "ωB97M-V with the def2-TZVPD basis set", "homo_lumo_gap_ev": 9.43, "lumo_ev": 0.91, "elements": ["C", "C", "C", "C", "C", "C", "N", "N", "N", "H", "H", "H", "H", "H", "H", "H", "H", "H", "H", "H", "H", "H", "H", "H", "H", "H"], "xyz": [[-1.2808, 0.1393, 0.4501], [2.2209, -0.8889, 0.8434], [-0.3129, 1.4027, -1.4573], [-1.5925, 1.4091, 1.2340], [2.0504, -1.9932, 0.1411], [2.9216, 0.3309, 0.3531], [-0.1756, 0.3497, -0.4718], [-2.5279, -0.3602, -0.1241], [-2.4914, -1.6755, -0.6524], [-2.8572, 0.2595, -0.8601], [-0.9331, -0.6352, 1.1496], [1.8308, -0.8223, 1.8507], [-2.5278, -2.3247, 0.1297], [-1.6296, -1.8634, -1.1746], [0.5623, 1.3801, -2.1024], [-1.2061, 1.3192, -2.0931], [-0.3399, 2.3652, -0.9526], [-2.2630, 1.1663, 2.0546], [-0.6715, 1.8275, 1.6306], [-2.0818, 2.1451, 0.5996], [0.0611, -0.5233, -0.9302], [2.4317, -2.0899, -0.8633], [1.5341, -2.8521, 0.5365], [3.3329, 0.1722, -0.6410], [3.7292, 0.6025, 1.0328], [2.2161, 1.1594, 0.3169]], "nbo_charge": [0.09, -0.13, -0.42, -0.62, -0.45, -0.65, -0.65, -0.48, -0.66, 0.34, 0.18, 0.19, 0.35, 0.32, 0.20, 0.16, 0.19, 0.22, 0.21, 0.20, 0.36, 0.19, 0.20, 0.21, 0.21, 0.23]}

=====

Energy ordering: version Q at the bottom, the next structure 0.0043 hartree above.

=====

Version P
{"formula": "C2S4", "method": "ωB97M-V with the def2-TZVPD basis set", "homo_lumo_gap_ev": 8.99, "lumo_ev": -0.38, "elements": ["C", "C", "S", "S", "S", "S"], "xyz": [[-1.7520, -0.5153, 0.0867], [1.7914, 0.5255, -0.0139], [-1.7368, -2.0005, -0.2651], [1.5153, 1.9915, -0.5263], [-1.9298, 0.9949, 0.3793], [2.1424, -0.9877, 0.3789]], "nbo_charge": [-0.39, -0.34, 0.21, 0.18, 0.18, 0.15]}

=====

Version Q
{"formula": "C2S4", "method": "ωB97M-V with the def2-TZVPD basis set", "homo_lumo_gap_ev": 8.91, "lumo_ev": -0.39, "elements": ["C", "C", "S", "S", "S", "S"], "xyz": [[1.4473, 0.6823, 0.0414], [-1.6099, -0.8102, -0.0862], [1.6033, -0.3036, -1.1256], [1.4949, 1.8119, 1.0984], [-1.3775, -1.7728, 1.1538], [-1.5581, 0.3925, -1.0817]], "nbo_charge": [-0.39, -0.35, 0.20, 0.19, 0.16, 0.19]}

=====

Energy ordering: version P at the bottom, the next structure 0.0077 hartree above.

=====

Version P
{"formula": "C2H4ClNO2", "method": "ωB97M-V with the def2-TZVPD basis set", "homo_lumo_gap_ev": 10.11, "lumo_ev": 0.35, "elements": ["C", "C", "N", "O", "O", "Cl", "H", "H", "H", "H"], "xyz": [[0.2434, 0.8370, -0.0151], [-0.9292, 0.3101, 0.7701], [0.7380, -0.1844, -0.6333], [0.8258, 1.9335, 0.0151], [0.3887, -1.4335, -0.3184], [2.1128, -0.0539, -1.7058], [-1.4747, 1.1374, 1.1684], [-1.5483, -0.4173, 0.2868], [-0.4576, -0.2139, 1.5709], [0.1011, -1.9151, -1.1387]], "nbo_charge": [0.62, -0.69, -0.14, -0.60, -0.51, 0.13, 0.24, 0.23, 0.24, 0.48]}

=====

Version Q
{"formula": "C2H4ClNO2", "method": "ωB97M-V with the def2-TZVPD basis set", "homo_lumo_gap_ev": 10.85, "lumo_ev": 0.58, "elements": ["C", "C", "N", "O", "O", "Cl", "H", "H", "H", "H"], "xyz": [[-1.3091, 1.0867, -0.1365], [-0.8981, -0.2445, -0.4199], [1.4637, -0.2456, 0.2961], [-1.1360, 2.1700, 0.2548], [-2.1606, 0.4586, -0.8304], [-1.0814, -1.6990, 0.4801], [-0.1784, -0.4789, -1.3042], [1.5936, -1.2769, 0.2000], [1.3672, -0.0320, 1.3598], [2.3392, 0.2615, 0.1002]], "nbo_charge": [0.74, -0.07, -1.09, -0.53, -0.44, 0.02, 0.24, 0.37, 0.38, 0.37]}

=====

Version R
{"formula": "C2H4ClNO2", "method": "ωB97M-V with the def2-TZVPD basis set", "homo_lumo_gap_ev": 8.89, "lumo_ev": -1.16, "elements": ["C", "C", "N", "O", "O", "Cl", "H", "H", "H", "H"], "xyz": [[-0.4767, -0.9571, 0.0339], [-0.0235, 0.4165, -0.2747], [-0.6549, 1.3247, 0.4203], [0.2703, -1.9068, -0.5054], [-1.4502, -1.1693, 0.6874], [2.3474, -0.1060, 0.2361], [0.3315, 0.6128, -1.2041], [-0.5295, 2.2898, 0.1017], [-0.8469, 0.9786, 1.3047], [1.0325, -1.4832, -0.8000]], "nbo_charge": [0.71, 0.15, -0.67, -0.63, -0.54, -0.59, 0.22, 0.42, 0.43, 0.50]}

=====

Energy ordering: version R at the bottom, the next structure 0.0539 hartree above.